The following is a DFT calculation (ωB97M-V with the def2-TZVPD basis set) of a 2-piece molecular cluster, H2N3O2 overall in a non-equilibrium geometry.

```
7
H2N3O2 (ωB97M-V with the def2-TZVPD basis set)
N 0.41 -0.97 0.09
N -1.61 -0.28 0.33
N 1.00 0.08 -0.03
O 2.26 -0.25 -0.19
O 0.64 1.25 0.12
H -1.68 -0.41 -0.69
H -1.02 0.59 0.37
```

Computed properties:
Total energy in eV: -8592.445
Orbital gap in eV: 8.508
E_LUMO in eV: 4.5
HOMO energy in Ha: -0.146
ΔE to the lowest compared entry with this formula, charge and spin in eV: 3.876
Max |F| in eV Å⁻¹: 6.023
Total charge: -1

=====

The following is a DFT calculation (ωB97M-V with the def2-TZVPD basis set) of a 2-piece molecular cluster, H2N3O2S overall in a non-equilibrium geometry.

```
8
H2N3O2S (ωB97M-V with the def2-TZVPD basis set)
N -1.10 0.86 1.45
N -0.08 -0.08 -1.56
N -0.49 0.09 0.73
O 1.00 -0.56 -1.33
O 0.91 -0.23 1.05
S -1.04 -0.70 -2.74
H -0.48 1.27 2.19
H 1.28 -0.65 0.21
```

Computed properties:
Total energy in eV: -19429.379
Orbital gap in eV: 7.093
E_LUMO in eV: 4.2
HOMO energy in Ha: -0.106
ΔE to the lowest compared entry with this formula, charge and spin in eV: 1.924
Max |F| in eV Å⁻¹: 3.603
Total charge: -1

=====

The following is a DFT calculation (ωB97M-V with the def2-TZVPD basis set) of a 2-piece molecular cluster, H2N4O2 overall in a non-equilibrium geometry.

```
8
H2N4O2 (ωB97M-V with the def2-TZVPD basis set)
N 0.07 -1.34 2.07
N -0.35 1.40 0.10
N -0.48 -2.29 1.94
N -0.02 0.27 0.22
O -0.36 1.99 -1.09
O 0.43 -0.41 -0.93
H -0.27 1.41 -1.88
H 0.98 -1.02 -0.44
```

Computed properties:
Total energy in eV: -10079.821
Orbital gap (spin up / spin down) in eV: 6.856 / 7.300
E_LUMO (spin up / spin down) in eV: 0.7 / -3.1
2S+1: 3
HOMO energy (spin up / spin down) in Ha: -0.227 / -0.381
ΔE to the lowest compared entry with this formula, charge and spin in eV: 1.033
Max |F| in eV Å⁻¹: 8.680

=====

The following is a DFT calculation (ωB97M-V with the def2-TZVPD basis set) of a single H2NO2P molecule in a non-equilibrium geometry.

```
6
H2NO2P (ωB97M-V with the def2-TZVPD basis set)
N 0.05 1.56 -0.08
O 1.60 -0.65 0.09
O -0.73 -1.08 -0.04
P 0.36 0.05 -0.12
H -0.83 2.06 -0.22
H -0.45 -1.95 0.36
```

Computed properties:
Total energy in eV: -14906.681
Orbital gap in eV: 10.658
E_LUMO in eV: -0.3
HOMO energy in Ha: -0.402
ΔE to the lowest compared entry with this formula, charge and spin in eV: 0.085
Max |F| in eV Å⁻¹: 1.967

=====

The following is a DFT calculation (ωB97M-V with the def2-TZVPD basis set) of H2NO2P as an isolated structure in a non-equilibrium geometry.

```
6
H2NO2P (ωB97M-V with the def2-TZVPD basis set)
N -0.10 0.38 -0.12
O -4.07 -0.58 0.02
O -1.74 -0.43 0.05
P -3.05 0.46 -0.09
H 0.29 -0.28 -0.79
H 0.24 0.14 0.81
```

Computed properties:
Total energy in eV: -14904.293
Orbital gap in eV: 9.460
E_LUMO in eV: -1.0
HOMO energy in Ha: -0.386
ΔE to the lowest compared entry with this formula, charge and spin in eV: 2.472
Max |F| in eV Å⁻¹: 4.674

=====

The following is a DFT calculation (ωB97M-V with the def2-TZVPD basis set) of an isolated ion of composition H2NO2S3 and charge -1 in a non-equilibrium geometry.

```
8
H2NO2S3 (ωB97M-V with the def2-TZVPD basis set)
O -2.73 0.94 -0.93
S -3.26 -0.36 -0.53
O -4.16 -0.25 0.59
S -1.27 -1.15 0.88
N 0.26 -1.54 0.63
S 1.05 -1.23 -0.81
H -1.38 0.06 1.61
H 1.24 0.15 -1.18
```

Computed properties:
Total energy in eV: -38122.461
Orbital gap (spin up / spin down) in eV: 6.908 / 6.908
E_LUMO (spin up / spin down) in eV: 3.5 / 3.5
HOMO energy (spin up / spin down) in Ha: -0.125 / -0.125
ΔE to the lowest compared entry with this formula, charge and spin in eV: 1.365
SMILES: O=S([O-])#[SH]=NS
Max |F| in eV Å⁻¹: 1.878
Total charge: -1